[1]
A structure of composition C24H44ClN2O6. Source: the OMol25 dataset; level of theory: ωB97M-V/def2-TZVPD.

For the energy relative to the best compared isomer or geometry (same formula, charge and spin), the calculation gives 4.1096 eV. The value obtained for the HOMO energy is -2.8 eV. The calculation puts the HOMO-LUMO gap at 5.2029 eV.

Geometry as ORCA input:
```
! wB97M-V def2-TZVPD RIJCOSX def2/J DEFGRID3
* xyz -1 1
Cl -179.5115 -166.2247 18.9058
O -179.5674 -158.7813 18.2307
O -176.7288 -164.9929 14.8503
O -176.1170 -167.4177 15.6217
O -178.4531 -161.2838 18.7829
O -180.5545 -163.6345 22.5735
O -182.8561 -163.7914 24.6048
N -183.7489 -164.2030 20.1906
N -182.1069 -160.0257 14.8845
C -182.2395 -163.6067 18.6227
C -177.9984 -160.4141 17.9916
C -180.3209 -158.8943 19.3560
C -178.2465 -162.5993 18.3232
C -182.6562 -164.4650 19.5209
C -181.4442 -159.1598 13.8798
C -184.5170 -163.0557 19.9621
C -183.7738 -164.5461 21.6878
C -177.1009 -166.7636 16.2686
C -182.9011 -162.3225 18.2381
C -175.9793 -168.7991 15.7011
C -178.2213 -159.1870 18.3941
C -183.5447 -163.1680 25.6996
C -179.4467 -163.9952 21.8184
C -184.0937 -162.0667 19.1072
C -181.5445 -163.7794 24.7725
C -182.4471 -161.4870 17.2012
C -182.4732 -159.3283 16.0154
C -176.7647 -163.6158 14.7195
C -176.9244 -165.3890 16.1923
C -182.7451 -160.0159 17.1718
C -181.7750 -162.0457 16.0401
C -180.7684 -164.3523 23.8531
C -181.6481 -161.3263 14.9149
H -181.3125 -164.5559 25.6062
H -180.3061 -159.0553 14.0635
H -175.9579 -165.1341 16.8362
H -185.4600 -162.8070 20.4711
H -183.3238 -163.4575 26.4600
H -183.4611 -159.7335 17.9434
H -182.9021 -158.2757 16.0968
H -184.6782 -165.2422 21.8327
H -181.0439 -162.8811 25.3217
H -184.7418 -163.1658 25.5596
H -183.2534 -165.2993 21.9675
H -178.6252 -164.2415 22.5255
H -181.3871 -163.1480 16.0348
H -177.2180 -166.8326 17.3317
H -175.9080 -169.3069 16.6363
H -179.7714 -164.9613 21.0852
H -180.2888 -159.7958 19.8421
H -175.1212 -168.5808 15.0928
H -183.6236 -163.5815 22.3000
H -178.4201 -160.6311 16.9835
H -181.9305 -165.4509 19.7548
H -181.0300 -163.7566 18.2089
H -177.7876 -158.3610 17.5422
H -184.8495 -161.1316 19.1061
H -176.7584 -169.1889 15.2470
H -178.7896 -163.3521 19.1345
H -181.6288 -159.9818 12.8290
H -177.1170 -162.6707 18.2685
H -181.2646 -158.3532 19.0071
H -177.6026 -164.8332 16.6732
H -181.3015 -165.1565 23.6669
H -177.6908 -163.2018 14.7989
H -176.5487 -163.3245 13.7505
H -179.7309 -164.6550 24.1972
H -183.1891 -162.2122 25.6788
H -181.9544 -158.3211 13.7732
H -176.8252 -160.6377 17.8933
H -179.1966 -163.0454 21.4074
H -181.1891 -161.7247 14.0692
H -180.0067 -158.4220 20.1545
H -177.7706 -158.8621 19.4822
H -175.8388 -163.3058 15.2492
H -178.1311 -167.0831 15.8785
H -178.6668 -163.0328 17.3785
*
```

[2]
A structure of composition C24H44P2V. Source: the OMol25 dataset; level of theory: ωB97M-V/def2-TZVPD.

The value obtained for the HOMO energy (spin up / spin down) is -9.6 / -10.6 eV. The calculation puts the HOMO-LUMO gap (spin up / spin down) at 6.1632 / 7.3449 eV.

Geometry as ORCA input:
```
! wB97M-V def2-TZVPD RIJCOSX def2/J DEFGRID3
* xyz 1 3
V 1.0576 0.2321 0.2122
P 0.3488 -1.8020 -0.3951
P -0.5841 1.4424 1.2320
C -1.3576 1.4721 2.8560
C -2.3166 -2.2666 -1.1372
C 3.5778 1.8671 2.2688
C 3.0858 1.3698 0.9366
C 2.2870 1.3640 -1.2467
C 2.3663 2.1394 -0.0234
C 3.4737 0.1339 0.3314
C -3.3224 0.5592 0.4774
C 1.2932 -0.6180 2.1706
C -4.0806 -0.4628 1.2678
C 3.0101 0.1223 -1.0228
C -4.0010 -1.9053 0.7007
C 3.4264 -0.8730 -2.0639
C -3.9029 -0.3506 -1.8091
C 0.3146 -3.4958 0.1627
C -1.1950 2.7657 0.1356
C 0.1939 -1.5162 -2.1954
C 2.0125 3.5867 0.1562
C -0.8796 -0.3440 0.4378
C -3.1938 -1.6637 -2.2041
C -2.6454 -2.2493 0.1930
C 4.4101 -0.8949 0.9061
C 1.7540 1.8905 -2.5439
C -3.1177 0.5249 -0.8822
H -0.6769 3.6879 0.4211
H 1.3363 3.9220 -0.6249
H 4.1804 -1.9005 0.5317
H -1.4327 -0.2381 -0.4991
H 0.4999 -2.4372 -2.7043
H -4.0660 0.2216 -2.7359
H -2.0105 -2.7393 0.9326
H -0.9450 2.5652 -0.9147
H 0.8308 -0.7005 -2.5470
H -0.8343 -1.2791 -2.4683
H 3.8475 1.0480 2.9542
H 1.5595 3.7748 1.1388
H 0.4115 -1.0875 2.6196
H -4.8039 -2.0760 -0.0281
H -3.7500 -0.4851 2.3176
H -2.5697 1.3108 -1.4043
H 0.7715 2.3678 -2.4157
H 2.4403 2.6505 -2.9458
H -5.1242 -0.1253 1.2849
H 4.3631 -0.9080 2.0081
H -2.3630 1.0542 2.8378
H -3.2681 1.5150 0.9951
H 2.0938 -1.3574 2.0541
H -2.2693 2.9293 0.2246
H 1.0796 -4.0540 -0.3876
H -1.3818 2.5053 3.2185
H 2.9172 4.2160 0.0985
H 2.8133 2.4944 2.7567
H 3.2710 -1.9004 -1.7158
H -4.2149 -2.5905 1.5329
H -3.9514 -2.4322 -2.4538
H -2.6374 -1.4822 -3.1355
H 2.9042 -0.7274 -3.0104
H 1.6539 0.1905 2.8178
H 4.4754 2.4952 2.1432
H -1.3684 -0.8669 1.2647
H 4.5036 -0.7685 -2.2679
H -0.6498 -3.9814 0.0289
H 0.5881 -3.5239 1.2215
H -4.9216 -0.5524 -1.4211
H -1.7056 -3.0755 -1.5260
H -0.7332 0.8888 3.5374
H 1.6662 1.0968 -3.2875
H 5.4559 -0.6719 0.6322
*
```

[3]
A cluster of 6 separate species, C24H45BN3O18S2 in total. Source: the OMol25 dataset; level of theory: ωB97M-V/def2-TZVPD.

For the energy relative to the best compared isomer or geometry (same formula, charge and spin), the calculation gives 0.0000 eV. The value obtained for the HOMO energy is -5.0 eV. The calculation puts the HOMO-LUMO gap at 6.9120 eV.

Geometry as ORCA input:
```
! wB97M-V def2-TZVPD RIJCOSX def2/J DEFGRID3
* xyz -1 1
S 4.0302 0.0605 -2.3843
S -0.4445 4.4986 -2.7012
O -11.1227 2.3730 -0.8543
O -0.6492 0.8821 2.2650
O -13.2785 2.4626 -0.9111
O -4.7289 2.0238 -2.0013
O 6.3162 -10.8288 -0.0286
O 7.7395 2.1202 0.8203
O 5.3944 -8.7957 -0.3760
O -12.2775 0.4505 -1.1324
O 2.0005 2.1675 2.4371
O 6.0977 -9.9137 -2.0820
O -2.2974 2.0936 1.3724
O 6.0765 2.8166 2.1794
O -6.2531 3.0480 -3.1271
O 2.3184 -3.9497 2.2398
O 6.1089 0.7670 1.2321
O 2.6586 -3.3527 0.0873
O 3.9176 -4.9022 1.1410
O -6.5750 2.7300 -0.9097
N 3.0044 4.0404 1.2031
N -1.0046 2.4730 -0.8840
N 0.6255 3.3465 0.6753
C 8.3577 3.3956 0.9975
C -9.8970 1.6261 -0.9082
C 5.9696 -9.9337 -0.7548
C -12.2224 1.6437 -0.9803
C 2.9302 -4.0010 1.0631
C -0.0916 6.7614 2.0243
C -0.1355 2.1567 0.3010
C -1.1409 1.6613 1.4399
C 0.2973 5.7001 1.2947
C -7.5079 3.7165 -3.1788
C -0.2310 4.2884 1.4470
C 4.8609 0.4839 1.8855
C 2.4138 -0.1305 -1.5845
C 0.7263 0.9628 -0.0909
C 5.1915 -8.6744 1.0350
C -4.1923 1.4944 -0.7626
C -0.7615 3.3478 -1.6673
C -5.9045 2.6023 -1.9064
C 4.6627 -5.0530 -0.0688
C 6.5878 1.9768 1.4804
C -14.5372 1.8010 -1.0332
C 1.2324 -3.0095 2.2937
C 1.7736 1.2138 -1.1816
C 6.7058 -11.0847 -2.6305
B 1.8524 3.1556 1.4769
H -8.3175 3.0510 -2.8850
H -15.2932 2.5776 -0.9597
H 0.0224 0.2261 -0.4945
H 7.7145 -11.2117 -2.2423
H -14.6180 1.3005 -1.9964
H 4.5782 -0.5234 1.5927
H 8.5983 3.5647 2.0457
H -7.6465 4.0177 -4.2138
H 1.7666 -0.6112 -2.3166
H 6.1090 -11.9674 -2.4087
H 1.9988 2.5088 3.3338
H 5.4215 -5.8048 0.1288
H -4.8581 0.7262 -0.3719
H 2.5086 -0.7620 -0.7016
H -4.0417 2.2782 -0.0307
H -0.2308 4.0543 2.5152
H 4.0210 -5.3975 -0.8778
H -9.8553 0.9003 -0.0993
H 9.2717 3.3700 0.4112
H 4.0904 1.1753 1.5623
H -1.1444 6.9351 2.2284
H 1.1569 0.4831 0.7865
H -9.8019 1.1208 -1.8679
H 5.1454 -4.1200 -0.3535
H -9.0888 2.3414 -0.7911
H 1.3121 1.6283 -2.0782
H -7.5054 4.5985 -2.5398
H 4.7222 -7.7087 1.1974
H 0.6458 7.4722 2.3817
H 1.0695 5.8321 0.5377
H 6.7431 -10.9278 -3.7043
H 4.5359 -9.4604 1.4038
H 2.5359 1.8969 -0.7959
H 6.1414 -8.7052 1.5653
H -3.2305 1.0634 -1.0081
H 1.5882 -1.9998 2.1012
H 7.7100 4.1907 0.6331
H -14.6732 1.0797 -0.2294
H 2.9855 4.9010 1.7403
H 4.4502 1.2067 -1.8394
H -1.2518 4.2278 1.0603
H 0.8279 -3.0608 3.2990
H 3.8552 3.5596 1.4868
H 4.9748 0.5335 2.9665
H 0.4594 -3.2735 1.5760
*
```

[4]
A structure of composition C24H45BiNO2P2. Source: the OMol25 dataset; level of theory: ωB97M-V/def2-TZVPD.

The value obtained for the HOMO energy (spin up / spin down) is -9.4 / -9.5 eV. The calculation puts the HOMO-LUMO gap (spin up / spin down) at 5.2868 / 4.3808 eV.

Geometry as ORCA input:
```
! wB97M-V def2-TZVPD RIJCOSX def2/J DEFGRID3
* xyz 1 1
Bi -0.5248 -0.3592 -1.7112
P 1.4511 -3.2621 0.7806
P 2.3917 2.3281 1.3390
O 0.6141 -0.7205 3.1723
O 2.7772 -0.7609 2.9280
N 1.7271 -0.1590 3.2124
C 4.0912 1.9779 1.9047
C 2.7022 3.9808 0.6112
C 1.5349 0.4759 -2.2700
C -2.3962 3.1951 1.0038
C 0.4129 1.4014 -2.5823
C -3.7185 -1.6356 -0.0262
C 2.9411 -3.7363 -0.1740
C -3.2808 -0.4181 0.6969
C -0.1060 1.5554 -4.0007
C -3.1755 0.8932 0.1510
C -2.8790 -0.3569 2.0540
C 1.3467 -1.2520 -4.1536
C -2.8578 -1.4938 2.9958
C 0.2205 -4.4556 0.1193
C 1.7369 -3.7480 2.5095
C -2.5152 0.9833 2.3465
C -1.0859 0.4934 -4.5634
C 1.7268 2.8399 2.9642
C -2.6745 1.7503 1.1652
C 2.2290 -0.2168 -3.4171
C 0.0153 -1.5762 -3.4816
C -2.0369 1.4625 3.6641
C -1.2020 -0.7822 -3.7591
C -3.5183 1.3183 -1.2301
H -3.2532 -1.7183 -1.0228
H 2.1969 0.8131 -1.4590
H 1.2322 -0.9289 -5.2013
H -1.8825 2.5461 3.6513
H -1.0917 0.9704 3.9420
H 4.5080 2.9269 2.2615
H -2.2652 -1.2486 3.8838
H 4.6819 1.5965 1.0626
H -3.3093 3.7927 1.1494
H 2.6180 0.5436 -4.1302
H -0.2990 -3.9705 -0.7258
H -0.7884 0.2783 -5.6051
H -2.0152 3.4156 -0.0025
H 3.1226 -0.7561 -3.0547
H -4.3674 2.0215 -1.2251
H -0.1176 -2.6397 -3.2236
H 1.6548 1.9311 3.5869
H -3.7925 0.4624 -1.8595
H -4.8100 -1.6378 -0.1722
H -3.4545 -2.5373 0.5402
H 2.4240 3.5602 3.4085
H 2.3821 -2.9763 2.9649
H 4.0607 1.2286 2.7046
H 0.7543 -3.7285 3.0039
H -1.6528 3.5379 1.7336
H -0.5136 -4.7157 0.8930
H 3.1758 -4.7987 -0.0467
H -0.6333 2.5234 -4.0266
H 3.0682 3.8783 -0.4204
H 3.4667 4.4784 1.2181
H 0.6978 -5.3753 -0.2379
H 2.7667 -3.5223 -1.2428
H 0.3721 2.3075 -1.9601
H 0.7379 3.2991 2.8280
H -2.0937 0.9360 -4.6730
H 3.7753 -3.1199 0.1916
H -2.6736 1.8354 -1.7187
H -2.1622 -1.3196 -3.7978
H 2.1786 -4.7491 2.5508
H -2.4229 -2.3881 2.5303
H 1.9094 -2.2008 -4.2273
H 1.7817 4.5784 0.6182
H 0.7328 1.6720 -4.7128
H -3.8751 -1.7564 3.3243
H -2.7719 1.2321 4.4489
*
```

[5]
A structure of composition C24H45IMoP2. Source: the OMol25 dataset; level of theory: ωB97M-V/def2-TZVPD.

For the energy relative to the best compared isomer or geometry (same formula, charge and spin), the calculation gives 4.9251 eV. The value obtained for the HOMO energy (spin up / spin down) is -13.5 / -14.2 eV. The calculation puts the HOMO-LUMO gap (spin up / spin down) at 6.1278 / 5.8195 eV.

Geometry as ORCA input:
```
! wB97M-V def2-TZVPD RIJCOSX def2/J DEFGRID3
* xyz 2 3
I 1.1253 -0.5078 3.1107
Mo -0.3423 0.0452 -0.2311
P 0.8102 -2.5763 0.7118
P 1.7858 2.0065 1.3822
C -2.3121 -1.6028 3.0029
C 3.5144 1.3677 1.5094
C 1.3864 -3.6197 2.1228
C -0.1445 -3.8562 -0.2104
C -2.8275 1.1677 -1.2732
C -1.0164 0.3028 -3.8917
C 0.0763 -1.6926 -2.9141
C -1.7172 1.4205 3.6865
C -1.7988 1.5820 1.0963
C 0.3690 1.1741 -1.9106
C -1.0365 -0.9200 -3.0222
C -2.4591 0.7482 0.1039
C 1.3679 -1.3443 -3.5930
C -2.0146 -0.5215 2.0181
C 1.6240 2.9770 2.9394
C -0.1139 1.4080 -3.3511
C 1.5029 0.3966 -1.7219
C -1.7265 0.8186 2.3267
C 2.1925 -0.2447 -2.8988
C -2.9617 -1.7926 -0.0928
C 2.3707 -2.4379 -0.2719
C 2.0223 3.3876 0.1637
C -1.7366 3.0779 0.9827
C -2.4353 -0.5972 0.6270
H 2.1040 0.4514 -0.8032
H 2.2092 2.9877 -0.8447
H -2.4297 -1.8982 -1.0433
H 2.9843 -1.6723 0.2114
H 0.1131 2.0122 -1.2279
H -2.0125 -1.3411 -2.8255
H -0.9189 -4.2393 0.4751
H 2.1493 -3.0762 2.7047
H 4.1788 2.1878 1.8221
H -1.7809 -1.4707 3.9526
H -4.0314 -1.6780 -0.3165
H 0.7111 1.5804 -4.0761
H 0.5331 -3.8294 2.7876
H 0.5178 -4.6706 -0.5483
H 2.8604 4.0264 0.4794
H -2.0419 0.6850 -3.9629
H -2.7412 3.5242 1.0890
H 1.2292 -1.0756 -4.6598
H -3.8678 1.5288 -1.3106
H 2.1214 -2.1056 -1.2856
H -1.3263 2.4385 3.7238
H 2.4758 3.6723 3.0388
H -1.1709 0.8519 4.4473
H 1.0934 3.9772 0.1235
H -1.0919 3.4961 1.7661
H -0.0324 -2.7364 -2.6654
H 1.7987 -4.5641 1.7220
H -2.7250 0.3508 -2.0009
H 2.9008 -3.3953 -0.2892
H 1.5984 2.2789 3.7907
H -2.8135 -2.7049 0.4941
H 0.6832 3.5494 2.9315
H -0.6504 -3.4018 -1.0728
H -2.7417 1.5078 4.0720
H -0.6892 2.3467 -3.3673
H 2.5023 0.4806 -3.6770
H -3.3829 -1.6590 3.2695
H -2.1597 1.9652 -1.6395
H 3.8275 0.9610 0.5349
H -1.3410 3.3988 0.0109
H -0.7198 0.0788 -4.9338
H 3.5262 0.5528 2.2519
H -2.0735 -2.6023 2.6195
H 1.9806 -2.2559 -3.6252
H 3.1389 -0.6807 -2.5441
*
```

[6]
A structure of composition C24H46AlF3I2NO9. Source: the OMol25 dataset; level of theory: ωB97M-V/def2-TZVPD.

The value obtained for the HOMO energy is -4.7 eV. The calculation puts the HOMO-LUMO gap at 6.4696 eV.

Geometry as ORCA input:
```
! wB97M-V def2-TZVPD RIJCOSX def2/J DEFGRID3
* xyz -1 1
I 1.9933 -0.2375 -1.2071
I 4.6505 3.3368 -3.9048
Al 1.1475 2.8337 -3.1307
F -3.4006 1.7518 -2.1327
F -2.7427 3.1984 -0.5552
F -2.2928 3.5848 -2.8020
O 4.8810 4.5106 0.7645
O -1.2016 1.8621 -1.6781
O -7.0446 -6.4962 -3.6314
O 4.4343 4.8290 2.9070
O -7.4660 -6.1595 -1.4888
O 4.6104 0.7522 3.0248
O 3.4892 -0.8028 4.1209
O -3.5977 -3.3812 -0.7935
O -2.2359 -2.5414 0.7336
N 3.3179 6.8197 -0.8427
C -3.9014 -3.2633 -3.2041
C 1.6115 5.6184 -2.2287
C 4.9998 0.5294 -2.0358
C -8.2875 -6.3077 -0.3219
C -2.3469 2.6219 -1.7822
C 3.9300 -2.5040 5.8031
C -2.8955 -1.0337 -0.9646
C -7.6755 -6.8042 -2.6500
C 5.7519 -1.2964 3.3068
C 3.0748 2.1670 -2.8978
C 2.8827 6.5799 -2.2770
C -2.9027 -2.3600 -0.2586
C 3.2544 3.0601 1.6756
C 3.9991 3.4810 4.8845
C -7.8414 -7.4903 0.5127
C 3.2536 -2.1689 4.4898
C 3.5917 4.6821 4.0573
C 4.2278 4.2010 1.7332
C 4.5697 -0.3796 3.4451
C -0.0094 2.7202 -1.4430
C 1.2813 4.8544 -3.6032
C -4.5653 -3.2331 -1.8434
C -8.6282 -7.9666 -2.6787
C 3.4949 1.0342 -2.1893
H 3.7876 2.1216 1.8493
H 3.6956 -3.5264 6.1058
H 0.6868 6.1936 -1.9105
H -9.3450 -6.3575 -0.5907
H -4.6493 -3.2108 -3.9975
H 6.4450 -1.1140 4.1294
H 5.4878 -2.3513 3.2748
H -2.0429 -0.9929 -1.6442
H 3.7945 6.1098 -2.7772
H -3.3236 -4.1824 -3.3252
H 5.4966 0.9142 -1.0843
H -9.0876 -8.0118 -3.6669
H -5.2416 -4.0856 -1.7544
H 3.3903 3.4135 5.7891
H 2.4398 6.7100 -0.3022
H -7.9417 -8.4294 -0.0349
H 3.5404 -2.8474 3.6837
H -8.4325 -7.5592 1.4279
H 3.8894 2.5517 4.3237
H -8.1592 -5.3911 0.2562
H 6.2509 -1.0756 2.3623
H 3.8670 5.9918 -0.5495
H -3.8119 -0.8230 -1.5111
H 2.1732 -2.2681 4.6057
H -0.4135 3.7623 -1.2051
H -6.7873 -7.3905 0.7811
H 0.2353 5.1484 -3.9549
H -5.1744 -2.3390 -1.6922
H 1.8206 4.8476 -1.4045
H 0.5966 2.3901 -0.5410
H 5.6442 0.7426 -2.9389
H -8.0740 -8.8888 -2.4989
H 2.0223 5.0506 -4.4392
H -3.2051 -2.4320 -3.3298
H 2.8063 3.0370 0.6799
H 2.4295 3.1509 2.3798
H 3.7282 5.5897 4.6488
H -2.7954 -0.2447 -0.2187
H 2.6888 7.5596 -2.8254
H 4.9511 -0.6118 -1.9288
H 5.0507 3.5559 5.1722
H 3.5985 -1.8198 6.5876
H 0.4476 2.1405 -4.3836
H 5.0150 -2.4045 5.7334
H -9.4448 -7.8827 -1.9645
H 2.5382 4.6567 3.7703
*
```